Entry 1:
Entry from the Open Molecules 2025 dataset: C5H12N2O as an isolated structure at a distorted geometry (ωB97M-V with the def2-TZVPD basis set).

Last column: Mulliken charge in e.
Atoms and positions in Å:
C 1.73566 0.89854 -0.27353  -1.36
C 0.62578 -0.13957 -0.02314  0.48
C -0.49599 -0.56525 -0.87029  0.07
C -0.88961 0.25660 0.20898  0.41
C -1.31686 1.69312 0.00890  -1.39
H 1.39331 1.35997 -1.29630  0.21
H 2.76496 0.43228 -0.34534  0.49
H 1.57659 1.80178 0.43785  0.21
H 1.08633 -0.67269 2.18509  0.28
H 2.41782 -0.83204 0.78451  0.29
H -0.62066 -0.18476 -1.88449  0.27
H 0.06432 -2.50201 -0.82573  0.22
H -1.90702 -2.35959 -0.93653  0.31
H -0.81046 2.24108 -0.76342  0.33
H -2.46972 1.29033 -0.09256  0.29
H -1.25576 2.13084 0.95562  0.40
H -1.08887 -1.39307 1.07156  0.55
N 1.24499 -1.12741 0.92125  -0.75
N -0.73357 -1.97868 -0.56790  -0.65
O -1.32123 -0.34948 1.30548  -0.69

Calculated values
- Strongest force on any atom: 6.1 eV Å⁻¹
- E_LUMO: 0.6 eV
- Molecular weight: 116.2 g mol⁻¹
- Total energy: -10401.3075 eV
- Relative energy (zero: lowest compared OMol25 entry of this formula, charge and spin): 686.6 kJ/mol
- Frontier orbital gap: 8.5400 eV


Entry 2:
Entry from the Open Molecules 2025 dataset: C2H8N2NiO9V as an isolated structure at a distorted geometry (ωB97M-V with the def2-TZVPD basis set).

Last column: Mulliken charge in e.
Atoms and positions in Å:
Ni -7.98661 18.62367 19.01499  0.66
O -11.50507 15.20994 14.96778  -0.25
V -12.62143 15.70588 15.95028  1.62
N -10.50100 17.65443 17.47922  1.41
O -10.81317 17.03635 18.49500  -0.71
O -11.13393 17.42598 16.46333  -0.56
O -9.58910 18.40840 17.55279  -0.61
N -14.31023 16.61066 18.73182  1.21
O -13.43155 16.45278 19.61806  -0.19
O -14.01234 16.81642 17.57563  -0.56
O -15.45556 16.51569 19.11780  -0.29
C -6.90252 19.74046 16.32473  -0.53
O -6.69876 18.87169 17.37762  -0.37
H -7.78663 20.33677 16.55028  0.22
H -6.03909 20.38221 16.14936  0.30
H -7.16896 19.11938 15.46953  0.26
H -5.96518 18.30528 17.12735  0.28
C -8.23945 15.93092 15.53180  -0.50
O -9.13260 15.03091 16.03636  -0.44
H -7.38976 15.30511 15.25886  0.41
H -8.61295 16.49568 14.67762  0.29
H -7.86265 16.67908 16.22921  0.04
H -8.97719 15.13311 16.97817  0.33

Calculated values
- Strongest force on any atom: 5.5 eV Å⁻¹
- E_LUMO (spin up / spin down): -11.9 / -11.4 eV
- Molecular weight: 313.7 g mol⁻¹
- ⟨S²⟩: 3.9294
- Total energy: -90310.0152 eV
- 2S+1: 4
- Charge: +2
- Frontier orbital gap (spin up / spin down): 4.5571 / 4.0610 eV


Entry 3:
Entry from the Open Molecules 2025 dataset: C28H26MnN4O6S2Se2 as an isolated structure (ωB97M-V with the def2-TZVPD basis set).

Last column: Mulliken charge in e.
Atoms and positions in Å:
Mn 0.23404 0.84844 0.99219  1.28
O 1.08714 1.16378 5.03299  -0.75
C 1.10211 1.08864 3.80955  0.38
O 0.06624 1.11256 3.04289  -0.70
C 2.47266 0.97366 3.03138  0.38
O 3.52772 1.01196 3.66122  -0.78
O 2.35313 0.83839 1.76250  -0.44
Se -1.60142 4.12603 -0.48199  -0.04
Se -0.49673 5.08602 1.30105  -0.14
C 1.29060 4.39529 0.94567  0.31
C 2.37106 5.19644 1.28735  -0.79
C 3.63394 4.72301 0.96111  -0.30
C 3.75531 3.52011 0.28966  -0.77
C 2.60787 2.79252 0.01362  -0.10
N 1.39356 3.22007 0.36100  0.26
C -2.66437 2.81620 0.48074  0.14
C -4.04263 2.82599 0.32382  -0.71
C -4.77968 1.94113 1.09818  -0.20
C -4.12363 1.13286 2.00757  -0.89
C -2.73778 1.19125 2.07789  -0.32
N -2.02510 2.00163 1.29554  0.23
H 2.22988 6.15156 1.77489  0.35
H 4.51250 5.30002 1.22429  0.34
H 4.72153 3.11943 0.01653  0.38
H 2.63747 1.82545 -0.47057  0.24
H -4.51665 3.51767 -0.35930  0.35
H -5.85911 1.90674 1.00478  0.37
H -4.66396 0.44999 2.64965  0.45
H -2.15144 0.58178 2.75191  0.52
O -0.90406 -5.09865 0.91886  -0.73
C -2.08744 -4.47251 0.87882  0.52
C -3.24341 -5.25979 0.84691  -0.76
C -4.49720 -4.67724 0.80712  -0.20
C -4.62838 -3.29339 0.80026  -0.81
C -3.48361 -2.51240 0.83877  -0.57
C -2.20903 -3.06665 0.87984  0.11
C -1.03576 -2.11826 0.90863  0.43
O -1.27423 -0.89661 0.99664  -0.56
N 0.14819 -2.71279 0.81538  -0.79
N 1.19669 -1.81384 0.75549  -0.09
C 2.34295 -2.33806 0.79266  -0.01
S 3.82956 -1.37281 0.72235  -0.01
C 4.81908 -2.78294 0.16378  -0.62
C 4.40381 -3.98651 0.99007  -0.50
S 2.60139 -4.10480 0.89560  -0.21
H -0.21000 -4.35643 0.95627  0.72
H -3.12177 -6.33618 0.85542  0.37
H -5.37905 -5.30898 0.78190  0.34
H -5.60701 -2.83065 0.76223  0.40
H -3.54019 -1.43094 0.83344  0.38
H 5.86935 -2.53016 0.32148  0.35
H 4.65438 -2.98019 -0.89815  0.27
H 4.71116 -3.85159 2.02800  0.28
H 4.82460 -4.91811 0.60633  0.34
C 0.89714 -0.53140 -4.33682  -1.68
C 0.10713 0.69646 -3.86197  1.94
C 0.71763 1.96006 -4.48586  -1.67
C -1.35023 0.56348 -4.32721  -1.65
C 0.15626 0.78347 -2.39475  -0.54
C 0.20004 0.80834 -1.17412  0.67
H 0.86167 -0.61794 -5.42901  0.40
H 0.48441 -1.43877 -3.89471  0.37
H 1.93883 -0.45434 -4.02182  0.36
H 0.66112 1.92313 -5.57984  0.40
H 1.76403 2.05770 -4.19164  0.34
H 0.18835 2.84748 -4.13467  0.31
H -1.40550 0.49421 -5.41959  0.39
H -1.93124 1.42776 -4.00012  0.32
H -1.80395 -0.32776 -3.89209  0.34

Calculated values
- Strongest force on any atom: 0.8 eV Å⁻¹
- E_LUMO (spin up / spin down): 4.0 / 4.0 eV
- Molecular weight: 791.5 g mol⁻¹
- ⟨S²⟩: 8.7552
- Total energy: -231389.3958 eV
- Relative energy (zero: lowest compared OMol25 entry of this formula, charge and spin): 0.0 kJ/mol
- 2S+1: 6
- Charge: -2
- Frontier orbital gap (spin up / spin down): 5.7735 / 6.3063 eV


Entry 4:
Entry from the Open Molecules 2025 dataset: C36H61BKN11P2 as an isolated structure (ωB97M-V with the def2-TZVPD basis set).

Last column: Mulliken charge in e.
Atoms and positions in Å:
K 1.39935 0.77960 -0.02200  1.46
C -4.64257 0.07533 1.81198  -1.84
C -3.19425 -0.28788 2.15253  2.24
C -3.13650 -0.86476 3.56946  -1.94
C -2.77246 -1.39967 1.17851  -1.52
P -1.93212 1.12845 2.00298  1.13
C -2.68378 2.09422 0.60068  -1.04
N -2.52515 1.39761 -0.65447  0.21
B -1.29291 0.73812 -1.11695  0.27
N -1.71135 0.30699 -2.45895  0.37
C -0.92299 -0.29673 -3.50749  -2.15
P 0.67595 -1.05194 -2.94070  0.92
C 0.16908 -2.85173 -2.68023  2.31
C -1.03439 -2.79625 -1.72656  -1.89
C 1.30913 -3.57166 -1.94985  -2.26
C -0.22178 -3.65460 -3.91974  -2.04
C 1.66473 -0.89084 -4.54254  1.64
C 2.92141 -1.76013 -4.45101  -1.98
C 2.11489 0.57961 -4.54893  -1.72
C 0.94522 -1.18769 -5.86113  -1.76
C -3.01199 0.70552 -2.74796  0.49
C -3.78459 0.54750 -3.88779  -0.53
C -5.08094 1.06816 -3.89568  -0.88
C -5.58210 1.73921 -2.79092  -0.85
C -4.80422 1.91321 -1.64302  -0.65
C -3.52032 1.39019 -1.62360  0.42
C -2.22769 2.35345 3.42387  1.99
C -1.53167 3.65765 2.99419  -2.04
C -1.47059 1.84369 4.65786  -1.74
C -3.67041 2.67730 3.81003  -1.97
H -5.27404 -0.80202 1.98776  0.58
H -4.74583 0.33682 0.75815  0.34
H -5.03695 0.89207 2.41571  0.18
H -3.68547 -1.81073 3.59633  0.58
H -3.59185 -0.19967 4.30454  0.38
H -2.10795 -1.06964 3.88184  0.05
H -3.42644 -2.26585 1.33186  0.58
H -1.74356 -1.72090 1.33710  -0.10
H -2.85763 -1.07816 0.14217  0.22
H -2.19974 3.07481 0.56096  -0.14
H -3.73824 2.27604 0.81409  0.17
H -0.67493 0.45664 -4.26396  0.79
H -1.50600 -1.06432 -4.03152  0.39
H -0.83443 -2.15032 -0.86827  0.02
H -1.26203 -3.80530 -1.36773  0.71
H -1.92513 -2.40132 -2.21802  0.29
H 1.61353 -3.01466 -1.05966  0.45
H 2.19056 -3.70335 -2.57741  0.33
H 0.97383 -4.56344 -1.63000  0.54
H -0.98971 -3.15084 -4.50898  0.30
H -0.62985 -4.62213 -3.60823  0.49
H 0.63480 -3.85318 -4.56439  0.37
H 3.43506 -1.61825 -3.49566  0.29
H 3.61669 -1.48541 -5.25054  0.54
H 2.69252 -2.81976 -4.56541  0.31
H 2.69766 0.81322 -3.65477  0.23
H 1.26747 1.26795 -4.58255  0.33
H 2.73783 0.77273 -5.42817  0.52
H 0.67421 -2.23704 -5.95401  0.29
H 1.61265 -0.94446 -6.69513  0.54
H 0.04150 -0.59118 -5.98671  0.26
H -3.39426 0.03796 -4.76043  0.46
H -5.69701 0.95132 -4.77863  0.38
H -6.58719 2.14141 -2.81699  0.39
H -5.20434 2.45484 -0.79412  0.40
H -0.55785 3.45574 2.53575  0.34
H -1.36636 4.28683 3.87445  0.53
H -2.13544 4.23008 2.28989  0.36
H -0.40917 1.71619 4.43166  0.30
H -1.85444 0.89466 5.02731  0.31
H -1.55366 2.57561 5.46817  0.53
H -4.26208 2.99925 2.95124  0.27
H -3.67763 3.49349 4.54112  0.51
H -4.16926 1.82367 4.26997  0.33
N 1.83043 5.48312 -0.04380  0.11
C 1.09607 4.48189 -0.55211  -0.32
N 1.84128 3.41081 -0.67175  -0.32
C 3.05423 3.81714 -0.20843  0.22
N 3.08824 5.07559 0.18582  -0.69
C 4.23348 2.94749 -0.14998  0.09
C 5.49376 3.45468 0.17121  -0.33
N 6.57203 2.68547 0.21749  -0.63
C 6.39751 1.39949 -0.07158  -0.36
C 5.14903 0.89109 -0.38715  -0.50
N 4.05966 1.65513 -0.41734  0.19
H 1.55580 6.42721 0.16558  0.19
H 0.05310 4.56320 -0.81555  0.56
H 5.61996 4.50702 0.39146  0.48
H 7.27211 0.76064 -0.04665  0.39
H 5.02026 -0.15971 -0.62241  0.48
C 3.23799 -1.61761 1.72607  -0.76
N 3.55401 -2.74040 2.60585  0.12
C 3.65303 -2.22376 3.97627  -0.74
N 2.41789 -1.56955 4.41628  0.02
C 2.12253 -0.47596 3.49190  -0.71
N 1.98756 -0.94191 2.10030  0.59
C 0.89927 -1.93720 2.07994  -0.19
N 1.16740 -3.06883 2.96544  0.16
C 2.43063 -3.68650 2.55551  -0.74
C 1.32934 -2.54905 4.32548  -0.66
H 3.14636 -1.98655 0.69926  0.14
H 4.05641 -0.89376 1.77045  0.35
H 4.47376 -1.50489 4.02484  0.36
H 3.87531 -3.05240 4.65048  0.34
H 2.92817 0.26117 3.54398  0.40
H 1.18551 0.00165 3.78570  0.11
H 0.76182 -2.30012 1.05836  0.03
H -0.01601 -1.43583 2.39759  -0.26
H 2.32923 -4.06159 1.53510  0.35
H 2.64882 -4.52688 3.21670  0.37
H 1.54208 -3.37836 5.00227  0.36
H 0.39710 -2.07329 4.63602  0.23

Calculated values
- Strongest force on any atom: 0.4 eV Å⁻¹
- E_LUMO: -0.4 eV
- Molecular weight: 759.8 g mol⁻¹
- Total energy: -90292.9694 eV
- Relative energy (zero: lowest compared OMol25 entry of this formula, charge and spin): 7.1 kJ/mol
- Frontier orbital gap: 4.7117 eV


Entry 5:
Entry from the Open Molecules 2025 dataset: one molecule with the formula C4H6O2S at a distorted geometry (ωB97M-V with the def2-TZVPD basis set).

Last column: Mulliken charge in e.
Atoms and positions in Å:
C 0.42045 -1.12398 0.17434  -0.40
C 1.66180 -1.42066 -0.11838  -0.51
C 0.27600 0.19171 0.82686  0.34
C -0.54025 1.01085 -0.20079  -1.18
O 3.06307 0.53924 -1.05407  -0.52
O 1.62413 0.83203 0.99448  -0.37
S 2.80227 -0.03981 0.23620  0.46
H -0.45698 -1.61036 0.02704  0.49
H 2.06674 -2.17021 -0.78844  0.39
H -0.08903 0.22651 1.90334  0.28
H 0.04839 1.28751 -0.99503  0.37
H -0.85927 1.96890 0.32717  0.28
H -1.44229 0.57886 -0.66357  0.37

Calculated values
- Strongest force on any atom: 4.0 eV Å⁻¹
- E_LUMO: 0.7 eV
- Molecular weight: 118.2 g mol⁻¹
- Total energy: -19173.3762 eV
- Relative energy (zero: lowest compared OMol25 entry of this formula, charge and spin): 186.3 kJ/mol
- Frontier orbital gap: 10.1589 eV


Entry 6:
Entry from the Open Molecules 2025 dataset: one molecule with the formula C10H9N3S at a distorted geometry (ωB97M-V with the def2-TZVPD basis set).

Last column: Mulliken charge in e.
Atoms and positions in Å:
C -1.19426 1.14204 -3.24227  -0.75
C -0.89398 -0.23533 -3.49181  -0.18
N -0.80418 -1.14744 -2.47230  -0.56
C -0.92911 -0.70605 -1.19602  0.51
S -0.16735 -1.98661 -0.15333  -0.12
C -0.46001 -1.44981 1.49771  -0.89
C 0.27459 -0.12325 1.89657  0.71
C 1.56776 -0.45249 2.20431  -0.44
C 2.64989 0.55135 2.31110  -0.36
N 2.33139 1.89331 1.90891  -0.56
C 1.05815 2.12673 1.80602  -0.09
C -0.02929 1.24567 1.81335  -0.16
N -1.42462 0.44547 -0.84360  -0.31
C -1.58692 1.21291 -1.88934  -0.05
H -1.28327 1.83075 -3.98819  0.44
H -0.83446 -0.66289 -4.37974  0.55
H -0.25733 -2.12910 2.42965  0.46
H -1.54277 -0.99631 1.59085  0.32
H 1.94408 -1.54515 2.18249  0.19
H 3.75853 0.31529 2.53474  0.29
H 0.73457 3.23736 1.48710  0.22
H -1.11060 1.51796 1.72537  0.34
H -2.19020 2.00790 -1.53777  0.47

Calculated values
- Strongest force on any atom: 6.3 eV Å⁻¹
- E_LUMO: 0.5 eV
- Molecular weight: 203.3 g mol⁻¹
- Total energy: -25818.0952 eV
- Relative energy (zero: lowest compared OMol25 entry of this formula, charge and spin): 303.5 kJ/mol
- Frontier orbital gap: 9.3499 eV
- SMILES: c1cnc(SCc2ccncc2)nc1